No. 1
CH2N2S4 | wB97M-V/def2-TZVPD

The geometry in XYZ format:
```
9
Properties=species:S:1:pos:R:3:mulliken_charge:R:1
C -1.362 0.039 -0.069 0.35
N -0.567 1.016 -0.581 -0.30
N 1.313 0.035 0.799 -0.32
S -2.765 -0.398 -0.816 -0.33
S -0.801 -0.732 1.357 -0.01
S 0.808 1.506 0.324 0.16
S 1.884 -1.091 -0.283 0.03
H -0.866 1.522 -1.405 0.25
H 2.356 -1.897 0.673 0.16
```

Output
DFT total energy   -1741.4600 Ha
E_HOMO (alpha / beta)   -8.44 / -8.46 eV
Strongest force on any atom   2.54 eV/A
Relative energy (zero: lowest compared OMol25 entry of this formula, charge and spin)   138.9 kJ/mol
LUMO energy (alpha / beta)   -2.0412 / -2.0629 eV

***

No. 2
CH2N3O | wB97M-V/def2-TZVPD

The geometry in XYZ format:
```
7
Properties=species:S:1:pos:R:3:mulliken_charge:R:1
C -0.004 1.450 -0.192 0.64
N -1.284 -2.391 0.434 -0.09
N -0.563 -1.631 0.150 0.28
N 0.767 0.483 -0.069 -0.39
O -0.705 2.333 -0.238 -0.13
H 1.689 0.320 -0.223 0.23
H 0.100 -0.565 0.138 0.46
```

Output
DFT total energy   -278.5152 Ha
E_HOMO   -17.98 eV
Strongest force on any atom   5.29 eV/A
Relative energy (zero: lowest compared OMol25 entry of this formula, charge and spin)   91.6 kJ/mol
Total charge   +1
LUMO energy   -4.9380 eV

***

No. 3
CH2N3O2 | wB97M-V/def2-TZVPD

The geometry in XYZ format:
```
8
Properties=species:S:1:pos:R:3:mulliken_charge:R:1
C -1.348 -0.119 -0.463 -0.08
N 1.215 -0.224 -0.300 -0.33
N -1.261 1.660 0.966 0.18
N 2.136 -0.398 0.234 0.77
O 3.067 -0.670 0.819 -0.45
O -1.384 0.786 0.291 0.17
H -2.225 -0.649 -0.763 0.33
H -0.200 -0.387 -0.784 0.41
```

Output
DFT total energy   -353.4108 Ha
E_HOMO (alpha / beta)   -16.28 / -16.28 eV
Strongest force on any atom   7.71 eV/A
Relative energy (zero: lowest compared OMol25 entry of this formula, charge and spin)   504.1 kJ/mol
Total charge   +1
LUMO energy (alpha / beta)   -7.1867 / -7.1863 eV

***

No. 4
CH2N3P | wB97M-V/def2-TZVPD

The geometry in XYZ format:
```
7
Properties=species:S:1:pos:R:3:mulliken_charge:R:1
C -0.210 0.200 -1.161 0.32
N 0.652 -0.351 -0.308 -0.50
N -1.273 0.813 -1.153 -0.21
N -0.975 0.422 1.818 -0.46
P 0.259 -0.231 1.266 0.42
H 0.159 0.041 -2.195 0.31
H 1.387 -0.895 1.733 0.13
```

Output
DFT total energy   -544.7044 Ha
E_HOMO (alpha / beta)   -9.76 / -9.79 eV
Strongest force on any atom   2.19 eV/A
Relative energy (zero: lowest compared OMol25 entry of this formula, charge and spin)   431.2 kJ/mol
LUMO energy (alpha / beta)   -3.3328 / -3.2843 eV

***

No. 5
CH2N4 | wB97M-V/def2-TZVPD

The geometry in XYZ format:
```
7
Properties=species:S:1:pos:R:3:mulliken_charge:R:1
N -0.827 0.102 -0.013 -0.37
N -0.242 -1.337 0.477 -0.13
N 0.926 -1.068 0.414 0.04
C 1.027 0.343 -0.049 0.31
N 1.742 1.165 -0.481 -0.43
H -1.141 0.246 -0.977 0.29
H -1.484 0.548 0.630 0.29
```

Output
DFT total energy   -258.1724 Ha
E_HOMO   -9.83 eV
Strongest force on any atom   2.66 eV/A
Relative energy (zero: lowest compared OMol25 entry of this formula, charge and spin)   455.1 kJ/mol
LUMO energy   -0.3102 eV

***

No. 6
CH2N4O | wB97M-V/def2-TZVPD

The geometry in XYZ format:
```
8
Properties=species:S:1:pos:R:3:mulliken_charge:R:1
O -0.125 2.121 1.461 -0.34
C -0.141 0.334 0.318 0.72
N -0.184 0.685 1.502 -0.40
N 0.391 -1.907 -0.871 -0.33
N 0.402 -0.876 -1.562 -0.13
N -0.246 0.124 -0.882 -0.12
H 0.809 2.339 1.356 0.33
H 0.780 -2.642 -1.462 0.27
```

Output
DFT total energy   -333.3768 Ha
E_HOMO   -10.31 eV
Strongest force on any atom   0.83 eV/A
Relative energy (zero: lowest compared OMol25 entry of this formula, charge and spin)   449.0 kJ/mol
LUMO energy   -0.1593 eV

***

No. 7
CH2N4O | wB97M-V/def2-TZVPD

The geometry in XYZ format:
```
8
Properties=species:S:1:pos:R:3:mulliken_charge:R:1
N 1.448 0.012 -0.048 -0.62
C 0.172 -0.059 -0.362 0.27
N -0.760 -0.205 -1.285 -0.37
O -1.946 -0.112 -0.520 -0.01
N -1.703 0.079 0.765 -0.12
N -0.453 0.110 0.871 0.04
H 2.169 -0.061 -0.750 0.21
H 0.726 0.195 1.279 0.61
```

Output
DFT total energy   -333.3754 Ha
E_HOMO   -9.20 eV
Strongest force on any atom   0.51 eV/A
Relative energy (zero: lowest compared OMol25 entry of this formula, charge and spin)   452.7 kJ/mol
LUMO energy   -0.2083 eV

***

No. 8
CH2N4O2 | wB97M-V/def2-TZVPD

The geometry in XYZ format:
```
9
Properties=species:S:1:pos:R:3:mulliken_charge:R:1
C -2.043 -0.474 1.280 0.42
N -3.136 -0.530 1.607 -0.35
N 1.977 0.162 -0.841 -0.37
N -0.776 -0.704 0.967 -0.66
N -0.214 -0.020 0.083 1.17
O -0.495 1.022 -0.418 -0.60
O 1.010 -0.682 -0.252 -0.19
H 2.016 0.064 -1.789 0.25
H 1.661 1.161 -0.636 0.32
```

Output
DFT total energy   -408.5868 Ha
E_HOMO   -10.78 eV
Strongest force on any atom   4.90 eV/A
Relative energy (zero: lowest compared OMol25 entry of this formula, charge and spin)   521.9 kJ/mol
LUMO energy   -0.8060 eV

***

No. 9
CH2N4O2 | wB97M-V/def2-TZVPD

The geometry in XYZ format:
```
9
Properties=species:S:1:pos:R:3:mulliken_charge:R:1
C -0.291 -1.139 0.916 0.54
N -0.854 -2.097 1.044 -0.35
N 1.423 -0.007 -0.021 -0.38
N 0.341 -0.020 0.690 -0.25
N -1.080 0.755 -0.303 0.80
O -2.185 0.849 0.084 -0.44
O -0.534 1.267 -1.229 -0.48
H 1.308 -0.462 -0.932 0.27
H 1.873 0.855 -0.250 0.29
```

Output
DFT total energy   -408.5213 Ha
E_HOMO (alpha / beta)   -7.94 / -11.04 eV
2S+1   3
Strongest force on any atom   5.55 eV/A
Relative energy (zero: lowest compared OMol25 entry of this formula, charge and spin)   489.9 kJ/mol
<S²>   2.012
LUMO energy (alpha / beta)   0.3694 / -3.2014 eV

***

No. 10
CH2N4OS | wB97M-V/def2-TZVPD

The geometry in XYZ format:
```
9
Properties=species:S:1:pos:R:3:mulliken_charge:R:1
C -0.502 0.847 -0.016 0.47
H 2.412 -0.476 1.150 0.18
H 0.648 2.282 0.498 0.24
N 0.234 -0.347 0.088 0.22
N -0.524 -1.505 0.129 -0.16
N -1.699 -1.097 0.062 0.00
N -0.289 2.085 0.105 -0.58
O -1.842 0.331 -0.208 -0.20
S 1.915 -0.218 -0.161 -0.17
```

Output
DFT total energy   -731.6360 Ha
E_HOMO   -9.91 eV
Strongest force on any atom   3.44 eV/A
Relative energy (zero: lowest compared OMol25 entry of this formula, charge and spin)   106.7 kJ/mol
LUMO energy   0.2323 eV

***

No. 11
CH2N5S | wB97M-V/def2-TZVPD

The geometry in XYZ format:
```
9
Properties=species:S:1:pos:R:3:mulliken_charge:R:1
C 0.816 0.176 -1.100 0.05
N -0.180 -1.497 -1.960 -0.48
N -0.120 -0.695 -0.842 -0.14
N 1.455 -0.103 -2.260 -0.46
N 0.768 -1.097 -2.729 -0.26
N -1.192 -0.377 1.515 -0.36
S -0.519 0.745 2.264 -0.18
H 0.848 0.984 -0.419 0.32
H -0.952 -0.297 0.434 0.51
```

Output
DFT total energy   -711.2265 Ha
E_HOMO (alpha / beta)   -4.26 / -4.29 eV
Strongest force on any atom   2.75 eV/A
Relative energy (zero: lowest compared OMol25 entry of this formula, charge and spin)   163.6 kJ/mol
Total charge   -1
LUMO energy (alpha / beta)   2.8463 / 2.8281 eV

***

No. 12
CH2N6O4 | wB97M-V/def2-TZVPD

The geometry in XYZ format:
```
13
Properties=species:S:1:pos:R:3:mulliken_charge:R:1
C -0.054 -1.014 0.569 0.49
N -0.891 -1.809 0.881 -0.38
N -1.907 0.271 -0.968 -0.08
N -0.983 1.815 0.511 -0.30
N 1.073 -0.575 0.527 -0.46
N -1.214 0.786 -0.108 0.72
N 2.076 -0.353 -0.434 1.16
O -2.538 -0.816 -1.074 -0.43
O 0.302 2.244 0.699 -0.26
O 3.117 -0.858 -0.278 -0.52
O 1.860 0.559 -1.222 -0.58
H -1.807 -2.067 0.744 0.29
H 0.963 1.816 0.152 0.36
```

Output
DFT total energy   -668.3929 Ha
E_HOMO (alpha / beta)   -9.91 / -9.91 eV
Strongest force on any atom   4.33 eV/A
Relative energy (zero: lowest compared OMol25 entry of this formula, charge and spin)   0.0 kJ/mol
LUMO energy (alpha / beta)   -1.0685 / -1.0683 eV

***

No. 13
CH2N7 | wB97M-V/def2-TZVPD

The geometry in XYZ format:
```
10
Properties=species:S:1:pos:R:3:mulliken_charge:R:1
C 1.480 0.131 -1.294 0.16
N -1.976 -0.196 2.027 0.12
N 1.575 -0.992 -0.306 -0.07
N 0.431 0.830 -1.087 -0.17
N 0.802 -0.993 0.690 0.16
N -2.676 -0.110 1.214 -0.09
N 0.024 0.104 0.950 -0.09
N -0.599 0.570 -0.153 0.13
H 2.459 0.566 -1.663 0.38
H -1.520 0.089 -0.378 0.47
```

Output
DFT total energy   -422.0721 Ha
E_HOMO   -16.70 eV
Strongest force on any atom   6.54 eV/A
Relative energy (zero: lowest compared OMol25 entry of this formula, charge and spin)   226.5 kJ/mol
Total charge   +1
LUMO energy   -8.7626 eV

***

No. 14
CH2NO2 | wB97M-V/def2-TZVPD

The geometry in XYZ format:
```
6
Properties=species:S:1:pos:R:3:mulliken_charge:R:1
C -0.365 0.246 0.105 -0.18
N 0.901 0.020 -0.473 -0.10
O 1.669 -0.815 0.132 -0.42
O -0.942 1.316 -0.064 -0.64
H -0.818 -0.593 -0.882 0.03
H -0.444 -0.174 1.183 0.30
```

Output
DFT total energy   -244.4308 Ha
E_HOMO (alpha / beta)   -3.05 / -3.05 eV
Strongest force on any atom   4.35 eV/A
Relative energy (zero: lowest compared OMol25 entry of this formula, charge and spin)   489.9 kJ/mol
Total charge   -1
LUMO energy (alpha / beta)   4.7892 / 4.7887 eV

***

No. 15
CH2NO2 | wB97M-V/def2-TZVPD

The geometry in XYZ format:
```
6
Properties=species:S:1:pos:R:3:mulliken_charge:R:1
N 0.314 -0.595 0.464 -0.57
C -0.021 0.681 -0.294 0.59
O 0.194 0.659 -1.488 -0.67
O -0.500 1.521 0.574 -0.76
H -0.497 -0.955 1.040 0.19
H 0.508 -1.311 -0.296 0.22
```

Output
DFT total energy   -244.6036 Ha
E_HOMO   -3.84 eV
Strongest force on any atom   5.23 eV/A
Relative energy (zero: lowest compared OMol25 entry of this formula, charge and spin)   36.2 kJ/mol
Total charge   -1
LUMO energy   4.7518 eV

***

No. 16
CH2NO2P | wB97M-V/def2-TZVPD

The geometry in XYZ format:
```
7
Properties=species:S:1:pos:R:3:mulliken_charge:R:1
C 0.064 1.103 -0.072 0.07
N 0.909 -0.021 -0.137 -0.25
O 0.534 2.118 0.376 -0.47
O 3.347 -0.751 0.553 -0.43
P 2.666 0.193 -0.359 0.41
H -0.971 0.954 -0.097 0.40
H 0.341 -0.822 0.142 0.27
```

Output
DFT total energy   -585.9042 Ha
E_HOMO   -10.36 eV
Strongest force on any atom   3.97 eV/A
Relative energy (zero: lowest compared OMol25 entry of this formula, charge and spin)   26.8 kJ/mol
LUMO energy   -0.6294 eV

***

No. 17
CH2NO3S2 | wB97M-V/def2-TZVPD

The geometry in XYZ format:
```
9
Properties=species:S:1:pos:R:3:mulliken_charge:R:1
C 0.449 -0.485 1.153 0.71
N -0.303 0.215 0.079 -0.12
O -0.181 -1.276 1.837 -0.67
O 1.631 -0.161 1.143 -0.69
O 0.950 0.899 -2.140 -0.56
S -1.978 -0.760 -0.304 -0.17
S 0.136 1.489 -0.706 0.05
H 1.912 0.612 -1.889 0.33
H -2.618 -0.534 0.827 0.11
```

Output
DFT total energy   -1116.1869 Ha
E_HOMO   -4.40 eV
Strongest force on any atom   3.91 eV/A
Relative energy (zero: lowest compared OMol25 entry of this formula, charge and spin)   144.9 kJ/mol
Total charge   -1
LUMO energy   3.3181 eV

***

No. 18
CH2NO4 | wB97M-V/def2-TZVPD

The geometry in XYZ format:
```
8
Properties=species:S:1:pos:R:3:mulliken_charge:R:1
C 0.054 2.701 -1.548 0.05
N 1.081 -0.606 0.024 1.38
O 1.076 -1.125 -0.943 -0.20
O 1.308 -0.055 0.931 -0.24
O -1.049 -0.944 0.790 -0.63
O 0.464 1.703 -1.298 -0.06
H -1.914 -0.751 0.310 0.35
H -1.020 -0.923 1.735 0.35
```

Output
DFT total energy   -394.5584 Ha
E_HOMO   -16.98 eV
Strongest force on any atom   3.97 eV/A
Relative energy (zero: lowest compared OMol25 entry of this formula, charge and spin)   15.1 kJ/mol
Total charge   +1
LUMO energy   -6.8139 eV

***

No. 19
CH2NO4P | wB97M-V/def2-TZVPD

The geometry in XYZ format:
```
9
Properties=species:S:1:pos:R:3:mulliken_charge:R:1
C 1.061 0.344 -0.878 0.02
N 0.174 0.544 0.030 -0.17
O -1.662 0.249 1.652 -0.85
O -1.812 -0.862 -0.711 -0.78
O 2.074 1.048 -1.240 -0.74
O -0.108 -1.790 1.095 -0.81
P -0.983 -0.609 0.554 0.78
H 0.762 -0.639 -1.326 0.28
H 0.494 1.716 0.824 0.27
```

Output
DFT total energy   -736.4091 Ha
E_HOMO   0.45 eV
Strongest force on any atom   7.42 eV/A
Relative energy (zero: lowest compared OMol25 entry of this formula, charge and spin)   222.5 kJ/mol
Total charge   -2
LUMO energy   6.8144 eV

***

No. 20
CH2Na10O4 | wB97M-V/def2-TZVPD

The geometry in XYZ format:
```
17
Properties=species:S:1:pos:R:3:mulliken_charge:R:1
Na -2.183 6.813 14.412 0.95
Na 4.079 7.206 17.073 0.94
Na 3.017 3.531 19.083 0.99
Na -2.468 3.279 11.888 0.99
Na 1.912 2.238 12.200 0.97
Na 0.057 1.955 16.160 0.96
Na 5.137 3.322 14.809 0.98
Na 1.205 6.616 11.293 0.96
Na 0.259 7.623 18.195 0.98
Na 0.470 10.128 14.222 0.98
C 1.250 5.343 14.822 0.70
O 1.237 6.599 14.776 -0.83
O 0.440 4.766 14.042 -0.82
O 1.928 4.818 15.683 -0.79
O 4.906 8.052 14.019 -0.55
H 3.982 7.991 13.774 0.27
H 5.312 7.284 13.618 0.32
```

Output
DFT total energy   -1959.2568 Ha
E_HOMO   -30.10 eV
Strongest force on any atom   5.92 eV/A
Relative energy (zero: lowest compared OMol25 entry of this formula, charge and spin)   0.0 kJ/mol
Total charge   +8
LUMO energy   -23.1860 eV